Record 1
{
  "formula": "C5H11NO3",
  "method": "ωB97M-V/def2-TZVPD",
  "total_energy_ha": -477.36625,
  "lumo_ev": [-1.348, -1.347],
  "max_force_ev_per_a": 4.729,
  "de_lowest_kj_mol": 680.6,
  "e_homo_ev": [-8.506, -8.483],
  "mol_weight_g_mol": 133.1,
  "elements": ["C", "C", "N", "O", "O", "H", "H", "H", "H", "H", "C", "C", "C", "O", "H", "H", "H", "H", "H", "H"],
  "coordinates": [[0.598, 1.078, -1.637], [0.592, 0.835, -0.139], [-1.494, 2.110, 0.426], [-0.773, 0.879, 0.438], [1.492, 1.279, 0.578], [-1.456, 2.393, 1.405], [-1.053, 2.855, -0.109], [1.527, 0.680, -2.045], [-0.252, 0.605, -2.127], [0.593, 2.154, -1.826], [-1.318, -1.364, -0.381], [0.950, -1.470, 1.587], [0.768, -1.190, 0.114], [1.444, -1.695, -0.744], [0.288, -0.843, 2.180], [-1.499, -1.995, 0.479], [-2.156, -0.698, -0.528], [-0.970, -1.816, -1.301], [1.987, -1.272, 1.862], [0.733, -2.525, 1.770]],
  "forces_ev_per_angstrom": [[0.21, -0.94, -0.10], [-0.49, 4.53, 1.28], [0.01, 0.27, 0.76], [0.52, -0.47, -0.63], [-1.22, -1.71, -1.13], [0.01, 0.26, -0.22], [0.41, -0.34, -0.13], [-0.07, 0.01, -0.03], [0.05, 0.04, 0.06], [-0.09, -0.05, 0.23], [1.84, -0.18, -0.08], [0.16, 0.60, 0.13], [-1.24, -2.73, -0.68], [-0.48, 0.94, 0.63], [0.03, -0.04, 0.00], [0.19, -0.35, -0.09], [0.45, 0.61, 0.10], [-0.22, -0.45, 0.09], [-0.05, -0.06, 0.01], [-0.03, 0.05, -0.17]],
  "nbo_charge": [-0.71, 0.72, -0.51, -0.48, -0.53, 0.35, 0.34, 0.25, 0.23, 0.24, -0.50, -0.74, 0.55, -0.53, 0.24, 0.19, 0.21, 0.20, 0.25, 0.24]
}

Record 2
{
  "formula": "C5H9NO",
  "method": "ωB97M-V/def2-TZVPD",
  "total_energy_ha": -325.76888,
  "lumo_ev": 0.745,
  "max_force_ev_per_a": 0.747,
  "de_lowest_kj_mol": 442.9,
  "e_homo_ev": -7.464,
  "mol_weight_g_mol": 99.1,
  "elements": ["C", "C", "N", "C", "C", "C", "O", "H", "H", "H", "H", "H", "H", "H", "H", "H"],
  "coordinates": [[-0.699, -1.990, -0.408], [0.022, -0.452, 1.527], [0.384, -1.265, 0.274], [0.599, 0.216, 0.339], [-0.213, 1.141, -0.540], [0.024, 2.585, -0.141], [0.853, 2.946, 0.661], [-1.096, -1.444, -1.271], [-0.310, -2.957, -0.749], [-1.489, -2.140, 0.329], [0.811, -0.663, 2.256], [1.277, -1.747, 0.200], [1.673, 0.440, 0.256], [-1.289, 0.936, -0.462], [0.068, 1.066, -1.604], [-0.616, 3.329, -0.666]],
  "forces_ev_per_angstrom": [[-0.11, 0.02, -0.06], [0.34, 0.10, 0.15], [0.10, -0.10, -0.29], [0.06, 0.10, -0.17], [0.01, -0.12, 0.10], [0.34, 0.08, 0.29], [-0.51, -0.22, -0.50], [0.16, -0.03, 0.18], [-0.09, 0.20, 0.02], [0.07, 0.01, -0.24], [-0.09, 0.07, 0.01], [-0.19, 0.07, 0.17], [-0.25, -0.09, 0.08], [0.17, 0.02, 0.02], [-0.09, 0.00, 0.13], [0.08, -0.10, 0.10]],
  "nbo_charge": [-0.41, -0.44, -0.42, -0.08, -0.54, 0.46, -0.51, 0.20, 0.20, 0.23, 0.15, 0.39, 0.19, 0.24, 0.22, 0.11]
}

Record 3
{
  "formula": "C8H10O2",
  "method": "ωB97M-V/def2-TZVPD",
  "total_energy_ha": -461.27439,
  "lumo_ev": 0.754,
  "smiles": "c1ccccc1.CC(=O)O",
  "max_force_ev_per_a": 4.158,
  "de_lowest_kj_mol": 168.4,
  "e_homo_ev": -9.350,
  "mol_weight_g_mol": 138.2,
  "elements": ["C", "C", "C", "C", "C", "C", "H", "H", "H", "H", "H", "H", "C", "C", "O", "O", "H", "H", "H", "H"],
  "coordinates": [[0.734, -1.049, 0.798], [1.373, -0.608, -0.363], [0.694, -0.727, -1.584], [-0.570, -1.267, -1.585], [-1.166, -1.866, -0.429], [-0.544, -1.606, 0.738], [1.171, -1.164, 1.751], [2.417, -0.234, -0.317], [1.133, -0.283, -2.488], [-1.068, -1.521, -2.549], [-2.068, -2.432, -0.591], [-0.977, -2.005, 1.620], [-0.790, 1.712, -0.076], [0.371, 2.051, 0.778], [1.454, 2.378, 0.417], [0.096, 1.740, 2.079], [-0.231, 1.394, -1.172], [-1.396, 0.822, 0.410], [-1.495, 2.767, -0.152], [0.862, 1.898, 2.715]],
  "forces_ev_per_angstrom": [[-0.39, -0.29, -1.33], [0.61, -0.39, 0.66], [0.28, 0.88, 0.31], [-1.08, -2.35, -0.84], [0.57, 1.70, -2.88], [0.49, -0.75, 0.79], [0.93, 0.60, 0.81], [-0.94, -0.20, -0.08], [-0.20, -0.49, 0.34], [0.42, 0.67, 0.67], [-0.21, 0.02, 0.45], [-0.21, -0.18, 0.94], [-1.40, 0.75, -2.40], [-0.21, -1.29, 1.36], [0.98, 0.85, -0.37], [0.73, 0.49, 1.36], [-2.35, 1.21, 3.21], [1.17, 2.07, -1.31], [1.91, -3.23, -0.04], [-1.09, -0.08, -1.64]],
  "nbo_charge": [-0.22, -0.20, -0.25, -0.21, -0.22, -0.22, 0.22, 0.23, 0.22, 0.21, 0.22, 0.21, -0.76, 0.78, -0.59, -0.72, 0.27, 0.26, 0.25, 0.50]
}

Record 4
{
  "formula": "CH4N4O",
  "method": "ωB97M-V/def2-TZVPD",
  "total_energy_ha": -334.59771,
  "lumo_ev": 0.529,
  "smiles": "OCn1nn[nH]1",
  "max_force_ev_per_a": 3.988,
  "de_lowest_kj_mol": 320.6,
  "e_homo_ev": -9.891,
  "mol_weight_g_mol": 88.1,
  "elements": ["O", "C", "N", "N", "N", "N", "H", "H", "H", "H"],
  "coordinates": [[-1.916, -0.561, -0.379], [-0.605, -0.840, -0.290], [0.131, 0.244, 0.494], [0.693, 0.361, 1.771], [1.760, 1.012, 1.199], [1.305, 0.788, -0.049], [-1.989, 0.183, -0.957], [-0.143, -0.952, -1.314], [-0.490, -1.806, 0.357], [1.255, 1.571, -0.833]],
  "forces_ev_per_angstrom": [[-1.40, -0.31, 0.26], [2.31, -1.76, 2.37], [-0.31, 0.30, -1.89], [2.70, 0.82, -2.82], [-2.15, -0.64, 2.32], [-0.73, 0.80, -1.96], [-0.53, 0.85, -0.54], [0.12, 0.25, 1.28], [-0.17, 1.55, -1.47], [0.17, -1.86, 2.46]],
  "nbo_charge": [-0.68, 0.08, -0.16, -0.09, -0.10, -0.29, 0.47, 0.18, 0.20, 0.39]
}

Record 5
{
  "formula": "C33H33BrCoN14OP",
  "method": "ωB97M-V/def2-TZVPD",
  "total_energy_ha": -6416.93780,
  "lumo_ev": [-3.920, -4.705],
  "max_force_ev_per_a": 2.287,
  "de_lowest_kj_mol": 106.8,
  "multiplicity": 4,
  "charge": 1,
  "e_homo_ev": [-8.419, -10.243],
  "mol_weight_g_mol": 811.5,
  "elements": ["Co", "C", "C", "C", "C", "C", "C", "N", "N", "C", "C", "C", "C", "C", "N", "H", "H", "H", "H", "H", "H", "H", "H", "H", "Br", "C", "C", "C", "C", "C", "C", "N", "N", "C", "C", "C", "C", "O", "C", "N", "C", "C", "C", "C", "H", "H", "H", "H", "H", "H", "H", "H", "H", "N", "N", "N", "C", "N", "N", "H", "H", "H", "C", "N", "C", "N", "C", "N", "C", "P", "C", "C", "H", "H", "H", "H", "H", "H", "H", "H", "H", "H", "H", "H"],
  "coordinates": [[-0.297, 0.188, -0.432], [-2.988, 0.689, 4.304], [-2.454, 1.920, 3.940], [-2.056, 2.148, 2.642], [-2.157, 1.126, 1.687], [-2.752, -0.087, 2.047], [-3.166, -0.298, 3.346], [-1.650, 1.296, 0.414], [-1.688, 2.505, -0.060], [-1.134, 2.645, -1.261], [-1.350, 3.782, -2.067], [-0.922, 3.765, -3.368], [-0.303, 2.607, -3.859], [-0.048, 1.566, -2.997], [-0.404, 1.579, -1.710], [-3.285, 0.510, 5.325], [-2.346, 2.702, 4.678], [-1.639, 3.096, 2.338], [-2.896, -0.835, 1.284], [-3.629, -1.235, 3.618], [-1.893, 4.611, -1.647], [-1.096, 4.604, -4.024], [-0.036, 2.529, -4.899], [0.430, 0.663, -3.351], [7.781, -3.142, 4.512], [6.003, -2.857, 5.092], [5.761, -2.219, 6.305], [4.466, -2.012, 6.723], [3.389, -2.402, 5.908], [3.657, -3.045, 4.683], [4.952, -3.281, 4.287], [2.121, -2.238, 6.386], [1.081, -2.305, 5.730], [0.662, -2.004, 4.503], [-0.105, -2.948, 3.792], [-0.455, -2.754, 2.480], [-0.164, -1.541, 1.816], [-0.440, -1.350, 0.584], [0.445, -0.487, 2.584], [0.584, 0.692, 1.955], [1.085, 1.707, 2.622], [1.504, 1.609, 3.952], [1.398, 0.401, 4.604], [0.864, -0.700, 3.919], [6.592, -1.900, 6.915], [4.264, -1.524, 7.664], [2.835, -3.395, 4.075], [5.158, -3.799, 3.362], [-0.319, -3.888, 4.280], [-0.948, -3.534, 1.922], [1.153, 2.645, 2.086], [1.894, 2.477, 4.459], [1.696, 0.309, 5.639], [0.291, -3.707, -3.653], [-0.484, -2.835, -2.978], [-1.670, -3.146, -2.529], [-2.024, -2.051, -1.876], [-1.072, -1.121, -1.947], [-0.096, -1.635, -2.654], [-0.247, -4.476, -4.033], [0.900, -3.259, -4.327], [-2.963, -1.930, -1.383], [4.924, -1.191, -0.100], [4.340, -1.545, -1.382], [4.752, -0.555, -2.365], [4.383, 0.800, -1.994], [4.953, 1.110, -0.695], [4.564, 0.150, 0.324], [3.162, 0.249, 0.631], [2.026, -0.110, -0.823], [2.906, -1.694, -1.323], [2.954, 0.993, -2.029], [6.012, -1.247, -0.190], [4.591, -1.900, 0.662], [4.298, -0.796, -3.328], [5.840, -0.599, -2.456], [4.629, 2.108, -0.388], [6.043, 1.103, -0.784], [2.955, 1.262, 0.988], [2.927, -0.458, 1.434], [2.543, -1.995, -2.311], [2.656, -2.485, -0.606], [2.729, 2.041, -1.800], [2.610, 0.782, -3.046]],
  "forces_ev_per_angstrom": [[0.64, 0.63, -0.45], [-0.07, -0.05, 0.11], [-0.04, -0.07, 0.07], [-0.03, -0.17, -0.24], [-0.53, 0.26, 0.83], [0.15, 0.33, -0.30], [0.04, 0.02, 0.22], [-0.13, -1.02, -0.85], [-0.67, 1.61, 0.55], [0.26, -0.58, -0.08], [0.11, 0.03, -0.09], [-0.14, -0.14, 0.31], [0.16, -0.17, 0.01], [0.03, 0.08, -0.51], [-0.13, 0.92, -0.15], [-0.08, -0.01, 0.11], [-0.01, 0.05, 0.07], [0.02, 0.07, -0.02], [0.00, -0.16, -0.08], [-0.05, -0.09, 0.02], [-0.06, 0.10, 0.08], [-0.04, 0.08, 0.01], [0.15, -0.05, -0.09], [0.05, 0.02, 0.01], [-0.27, 0.03, 0.13], [0.08, 0.09, -0.03], [0.26, -0.07, -0.17], [-0.59, -0.03, -0.19], [1.70, -0.09, -1.29], [-0.34, 0.21, 0.36], [0.21, -0.03, -0.07], [-1.76, 0.01, 0.88], [0.43, 0.06, 1.03], [0.10, 0.08, -0.88], [-0.05, -0.20, -0.33], [0.04, -0.36, 0.34], [-0.22, 0.23, -1.18], [0.08, -1.34, 1.85], [0.46, 0.58, 0.72], [0.25, -0.23, 0.13], [0.02, -0.09, 0.14], [-0.06, -0.20, 0.10], [0.06, 0.10, -0.15], [0.01, 0.34, -0.48], [0.03, 0.02, 0.06], [-0.06, -0.01, 0.13], [-0.02, -0.04, -0.07], [0.00, -0.02, -0.04], [-0.07, -0.06, 0.03], [-0.09, -0.05, -0.04], [0.02, 0.10, -0.02], [0.04, 0.10, 0.06], [0.05, -0.01, 0.05], [0.97, -0.94, -0.35], [-0.88, 1.11, 0.46], [-0.38, -0.69, -0.14], [0.27, 0.07, -0.23], [-0.18, -0.18, -0.02], [0.63, -0.41, -0.46], [-0.12, 0.27, 0.07], [-0.28, 0.14, 0.05], [-0.19, 0.02, 0.19], [0.07, -0.02, 0.03], [0.39, -0.37, -0.09], [0.07, -0.01, -0.10], [0.34, 0.18, -0.21], [0.10, 0.06, -0.03], [0.39, 0.05, 0.29], [-0.53, 0.09, 0.12], [0.85, -0.17, -0.21], [-0.54, 0.05, 0.03], [-0.55, 0.07, 0.00], [-0.06, -0.02, 0.03], [0.05, -0.04, -0.03], [0.07, -0.01, -0.03], [-0.05, -0.02, -0.06], [0.07, -0.03, -0.02], [-0.06, 0.01, 0.02], [-0.03, -0.16, 0.01], [-0.04, 0.13, 0.03], [-0.07, -0.03, 0.17], [-0.08, 0.04, -0.11], [-0.11, -0.11, -0.09], [-0.07, 0.11, 0.10]],
  "mulliken_spin": [1.03, 0.07, -0.04, 0.06, -0.06, 0.08, -0.04, 0.34, 0.30, -0.02, 0.08, 0.00, 0.09, -0.03, 0.08, 0.00, 0.00, 0.01, 0.01, 0.00, 0.00, 0.00, 0.01, 0.01, 0.01, 0.05, -0.02, 0.04, 0.01, 0.03, -0.02, 0.05, 0.17, 0.20, -0.02, 0.09, 0.10, 0.16, 0.02, 0.04, 0.00, 0.01, 0.06, -0.02, 0.00, 0.00, 0.00, 0.00, 0.00, 0.00, 0.01, 0.00, 0.01, 0.00, 0.00, 0.00, 0.00, 0.03, 0.00, 0.00, 0.00, 0.00, 0.00, 0.00, 0.00, 0.00, 0.00, 0.00, 0.01, -0.02, 0.00, 0.01, 0.00, 0.00, 0.00, 0.00, 0.00, 0.00, 0.00, 0.00, 0.00, 0.00, 0.00, 0.00]
}

Record 6
{
  "formula": "C11H15BCoN6O2",
  "method": "ωB97M-V/def2-TZVPD",
  "total_energy_ha": -2314.82178,
  "lumo_ev": [0.677, 0.067],
  "max_force_ev_per_a": 6.328,
  "de_lowest_kj_mol": 0.0,
  "multiplicity": 4,
  "e_homo_ev": [-7.743, -8.841],
  "mol_weight_g_mol": 333.0,
  "elements": ["H", "N", "B", "N", "C", "Co", "H", "C", "H", "C", "H", "C", "H", "H", "H", "N", "N", "N", "N", "C", "C", "H", "H", "C", "C", "C", "C", "H", "H", "H", "H", "H", "O", "C", "O", "H"],
  "coordinates": [[-0.517, 2.635, 2.122], [0.026, 1.422, 0.455], [0.768, 0.565, -1.805], [0.621, 1.718, -0.763], [0.960, 3.016, -0.794], [-0.449, -0.382, 0.844], [1.452, 3.406, -1.673], [0.571, 3.602, 0.409], [0.712, 4.622, 0.710], [-0.036, 2.585, 1.161], [1.205, 0.925, -2.857], [-1.497, -2.040, 1.547], [-2.001, -1.228, 2.092], [-1.091, -2.719, 2.305], [-2.245, -2.558, 0.948], [-0.673, -0.008, -1.909], [1.646, -0.501, -1.098], [-1.300, -0.395, -0.723], [1.219, -0.920, 0.147], [-1.550, -0.109, -2.919], [2.836, -1.066, -1.370], [-1.224, 0.120, -3.924], [3.317, -0.864, -2.315], [-2.770, -0.563, -2.419], [3.202, -1.865, -0.286], [-2.582, -0.725, -1.041], [2.180, -1.733, 0.655], [-3.667, -0.763, -2.978], [4.087, -2.468, -0.197], [-3.271, -1.065, -0.281], [2.081, -2.149, 1.648], [-0.569, -1.827, 0.825], [-1.568, 0.664, 3.169], [-0.375, 0.347, 3.394], [0.423, -0.215, 2.535], [0.079, 0.535, 4.387]],
  "forces_ev_per_angstrom": [[0.05, -0.15, 0.02], [0.79, 4.23, -0.71], [-0.19, 0.09, 0.82], [-0.41, 0.08, 1.30], [-0.25, -0.27, 0.46], [0.51, 3.36, 3.31], [-0.04, 0.14, 0.14], [-0.02, -0.15, -0.20], [-0.02, 0.15, -0.04], [0.74, -0.89, -1.83], [0.00, -0.02, 0.01], [-0.03, -1.60, 0.21], [0.25, 0.00, -0.21], [-0.12, 0.11, -0.16], [0.25, -0.11, 0.02], [-1.28, -0.64, 0.91], [-0.09, -0.89, 1.19], [-3.16, -0.19, -5.48], [3.63, -1.12, -1.62], [0.17, -0.17, 0.57], [-0.38, -0.11, 0.50], [-0.17, 0.02, 0.07], [0.09, -0.04, 0.10], [0.08, 0.02, 0.14], [0.12, 0.18, -0.35], [1.48, 0.50, -0.92], [-0.81, 0.94, -1.26], [-0.01, 0.05, -0.04], [0.09, 0.04, -0.01], [0.11, 0.12, -0.12], [-0.07, 0.07, -0.14], [-1.87, -3.73, 1.19], [1.62, -0.37, 0.16], [-0.39, -0.39, -0.63], [-0.51, 0.76, 2.76], [-0.17, 0.02, -0.16]],
  "mulliken_spin": [0.00, 0.06, -0.05, 0.01, 0.01, 2.62, 0.00, 0.01, 0.00, 0.01, 0.00, 0.08, 0.00, 0.00, 0.00, 0.03, 0.01, 0.04, 0.04, 0.03, -0.01, 0.00, 0.00, 0.01, 0.01, 0.02, -0.01, 0.00, 0.00, 0.00, 0.00, 0.00, 0.02, 0.00, 0.07, 0.00]
}

Number 5 is which compound?
C33H33BrCoN14OP